Entry from the OMol25 dataset: C5H12N2 as an isolated structure in a non-equilibrium geometry (ωB97M-V/def2-TZVPD).

Properties
net charge	0
lowest unoccupied orbital energy (spin up / spin down)	0.072 / 0.320	eV
Kohn-Sham gap (spin up / spin down)	7.08 / 7.93	eV
HOMO level (spin up / spin down)	-0.25770 / -0.27953	Ha
energy above the lowest of the compared OMol25 structures with the same formula, charge and spin	8.019	eV

Geometry as XYZ:
```
19
C5H12N2 ωB97M-V/def2-TZVPD
H -0.56821 -2.73039 -0.39669
H 2.75418 -0.03238 -0.27962
H -1.74254 0.77892 1.53219
H 2.07426 0.25473 1.31507
H 0.38769 -1.44968 -1.13289
H 3.08386 1.49090 0.60750
C -1.81099 -0.15782 0.97856
C 1.06989 1.35752 -0.23964
H -2.62866 -0.81429 1.28168
H 0.92099 1.06131 -1.27541
C 2.33384 0.73457 0.37042
H 1.17370 2.44130 -0.26938
H 0.26925 0.88373 0.50493
H -3.30086 0.16216 -1.83107
N -2.51687 0.63886 -1.39824
C -1.79120 0.19633 -0.52971
N -0.67707 -0.83284 0.54308
C 0.03621 -1.84946 -0.16660
H 0.93251 -2.13347 0.38582
```